{"formula": "C3H3BiO4", "method": "ωB97M-V with the def2-TZVPD basis set", "energy_ha": -630.215977, "homo_energy_ev": [-26.74, -26.65], "spin_multiplicity": 2, "max_force_ha_per_bohr": 0.155, "relative_energy_kj_mol": 0.0, "s2": 0.7554, "lumo_ev": [-16.20, -18.93], "orbital_gap_ha": [0.3874, 0.2838], "total_charge": 3, "elements": ["C", "C", "O", "O", "H", "H", "Bi", "O", "O", "C", "H"], "xyz": [[1.712, -0.891, -0.113], [0.413, -1.587, 0.210], [-0.529, -0.731, 0.670], [1.756, 0.327, -0.051], [2.562, -1.483, -0.485], [0.003, -2.120, -0.681], [0.267, 1.324, 0.956], [-3.272, 2.750, -0.940], [-1.193, 2.421, -0.003], [-2.266, 2.423, -0.484], [0.547, -2.433, 0.923]]}